Molecular formula: C5H10O2
Method: DFT, the ωB97M-V functional and the def2-TZVPD basis

```
17
Properties=species:S:1:pos:R:3:lowdin_charge:R:1
H 0.002 2.309 0.093 0.11
H 0.043 0.813 -2.548 0.06
C -1.387 -1.546 1.226 -0.19
H 0.147 -0.550 -0.747 0.10
H 3.302 -0.747 1.220 0.05
C -0.193 1.457 -0.560 -0.16
H 1.842 -0.999 1.237 0.00
C -1.175 -0.249 0.985 -0.10
O 2.486 -0.372 1.597 -0.06
H 0.874 2.370 -2.127 0.07
C -0.257 0.209 -0.084 -0.15
O -0.670 -2.582 0.660 -0.01
H -0.953 2.217 -2.421 0.07
C -0.035 1.770 -2.038 -0.10
H -2.062 0.353 1.151 0.11
H 0.283 -2.499 0.624 0.08
H -2.247 -1.954 1.731 0.11
```

The value obtained for the energy above the lowest of the compared OMol25 structures with the same formula, charge and spin is 337.0 kJ/mol. Its SMILES is C/C=C/C=C\O.O. For the calculated total energy, the calculation gives -346.89706 hartree. The frontier orbital gap is 8.47 eV.